[1]
{"formula": "H6NPSi", "method": "the ωB97M-V functional and the def2-TZVPD basis", "elements": ["Si", "P", "N", "H", "H", "H", "H", "H", "H"], "positions_angstrom": [[0.1360, -0.9462, -0.8823], [0.3294, -0.2104, 1.1847], [-0.4357, 1.3888, 0.9792], [-1.1232, 1.2707, 0.2326], [0.8647, -0.1655, -1.8155], [-1.1981, -0.6308, -1.4566], [0.5148, -2.3654, -1.2061], [1.7777, 0.0204, 1.1292], [-0.8655, 1.6385, 1.8347]], "mulliken_charge": [0.35, 0.00, -0.61, 0.26, -0.10, -0.11, -0.11, 0.06, 0.27], "mol_weight_da": 79.11, "relative_energy_kcal_mol": 18.9, "smiles": "NP[SiH3]", "orbital_gap_ev": 9.73}

=====

[2]
{"formula": "C5H14N2O2", "method": "the ωB97M-V functional and the def2-TZVPD basis", "elements": ["C", "H", "H", "O", "H", "H", "H", "H", "N", "H", "H", "H", "O", "C", "N", "H", "C", "C", "H", "C", "H", "H", "H"], "positions_angstrom": [[1.6172, -1.2257, -0.6872], [1.3490, -1.1473, -1.7369], [-3.4668, -1.0926, 0.3654], [1.3397, 2.0188, 0.2216], [0.5142, 0.3625, 2.0819], [0.6837, -1.3811, 1.8830], [-1.6095, -0.2710, -1.3126], [-1.1503, -1.5188, -0.1520], [0.8519, -0.2928, 0.1095], [1.5379, 1.2673, -2.0875], [1.4026, -2.2426, -0.3446], [0.0118, 1.8716, -2.1381], [-0.8054, 1.2399, 0.0449], [1.0545, -0.4098, 1.5410], [0.5749, 1.0904, -1.8228], [2.6926, -1.0466, -0.5631], [-1.5324, -0.5087, -0.2607], [-2.7496, -0.2906, 0.5793], [2.1178, -0.3115, 1.7785], [0.4559, 1.0579, -0.3758], [-3.2004, 0.6778, 0.3828], [-2.4875, -0.3491, 1.6368], [0.7984, 2.5019, 0.8566]], "mulliken_charge": [-1.15, 0.40, 0.38, -0.55, 0.33, 0.33, 0.33, 0.25, 0.34, 0.25, 0.31, 0.26, -0.64, -1.16, -0.66, 0.31, -0.13, -1.08, 0.34, 0.58, 0.30, 0.29, 0.36], "mol_weight_da": 134.18, "relative_energy_kcal_mol": 84.8, "orbital_gap_ev": [8.81, 8.81]}

=====

[3]
{"formula": "C12H21AlF4N2O", "method": "the ωB97M-V functional and the def2-TZVPD basis", "elements": ["C", "C", "F", "H", "C", "H", "N", "H", "H", "H", "H", "H", "H", "C", "Al", "F", "H", "F", "H", "O", "H", "H", "H", "H", "C", "C", "H", "H", "C", "C", "H", "H", "C", "C", "C", "H", "C", "F", "H", "N", "H"], "positions_angstrom": [[-1.2844, 1.9135, 1.3721], [2.9801, 0.1448, -0.2009], [1.6308, 4.7549, -4.9137], [4.8448, -1.8717, 1.3795], [-3.0295, -2.8727, 1.5801], [-3.3114, -0.1177, 1.4312], [1.2419, 1.6324, 0.1948], [-2.7047, -3.9446, 1.3510], [-4.3501, -0.7262, -0.0248], [0.3475, 0.4961, -1.4265], [3.3552, -2.3342, 0.3584], [-2.2171, -0.0594, -1.5778], [4.0222, 0.1420, -0.6800], [-2.4441, -1.9373, 0.4092], [2.0575, 3.6819, -3.5774], [0.6045, 2.8279, -3.0118], [3.2442, -2.3959, 2.1797], [2.7319, 4.6280, -2.2440], [-1.8212, -2.2301, -1.7582], [2.4504, 1.4806, -0.4137], [-3.5418, -2.7937, -1.3243], [-4.1722, -2.8210, 1.5411], [4.0576, 0.3439, 1.7263], [2.3994, -0.6746, -0.7546], [0.0341, 2.4743, 1.8215], [3.1882, -0.2641, 1.3262], [-2.0825, -3.8075, -0.7805], [2.2540, -0.2184, 1.9657], [-1.2383, 1.0930, 0.0873], [3.7028, -1.8030, 1.3127], [-2.6029, -2.5509, 2.5789], [-1.3537, -1.6828, 0.6538], [-2.4953, 0.4383, -0.5921], [0.1728, 1.0454, -0.4467], [-2.4619, -2.7513, -0.9664], [-0.0040, 3.1217, 2.7640], [-3.3008, -0.5822, 0.3822], [3.2526, 2.4979, -4.1235], [-3.2434, 1.2688, -0.8568], [1.3098, 2.3465, 1.2938], [-2.2231, 2.1073, 1.9640]], "mulliken_charge": [-0.31, -0.60, -0.43, 0.29, -1.20, 0.24, 1.00, 0.35, 0.42, 0.25, 0.31, 0.37, 0.31, 0.59, 0.83, -0.43, 0.30, -0.47, 0.29, -0.23, 0.27, 0.28, 0.27, 0.32, -0.39, -0.11, 0.39, 0.22, 0.33, -1.02, 0.33, 0.00, -0.91, 0.05, -1.22, 0.36, -0.54, -0.47, 0.35, -0.76, 0.39], "mol_weight_da": 312.29, "orbital_gap_ev": 8.10}

=====

[4]
{"formula": "C25H35NO5", "method": "the ωB97M-V functional and the def2-TZVPD basis", "elements": ["O", "H", "H", "O", "H", "H", "C", "H", "H", "H", "H", "H", "O", "C", "H", "C", "C", "H", "H", "N", "C", "H", "H", "H", "H", "C", "C", "H", "H", "C", "H", "C", "C", "C", "H", "H", "O", "H", "C", "H", "H", "H", "C", "H", "H", "C", "C", "H", "H", "H", "C", "C", "H", "C", "H", "H", "C", "C", "C", "O", "C", "C", "H", "H", "C", "C"], "positions_angstrom": [[2.1272, -1.7141, 3.2579], [1.8452, 2.7259, -5.0330], [2.8562, -3.4383, 2.3573], [1.1524, 3.0819, -0.7495], [0.5443, 2.0597, 1.4064], [3.5424, 2.9741, -3.3438], [1.9024, 2.1353, -0.8232], [2.2891, 1.1214, -4.4434], [2.0023, 3.6352, -2.7195], [-0.0781, -0.6085, -0.2953], [3.7128, -1.6987, 1.0485], [-0.0973, 2.5788, -3.2765], [-2.3418, -2.6082, 3.1102], [1.2275, 1.2272, 1.3642], [-1.4976, -3.8083, 4.4692], [1.7760, 2.0483, -4.1799], [-3.1970, 0.0336, 0.7880], [-3.9136, -0.3477, -1.9262], [-3.8263, 0.0922, -3.6377], [-1.2901, -0.0034, -3.1112], [2.0618, 1.1268, 0.2458], [-0.3716, -2.6192, 3.7599], [-2.5004, -1.8871, -4.6392], [-0.2083, -2.2896, 1.4383], [-4.1675, -1.0066, 2.3936], [-2.2134, 0.9100, -2.4643], [-3.2788, -0.9115, 1.7893], [-2.1221, 1.8484, -3.0254], [-1.0794, 0.9904, 4.4810], [-1.1997, -3.3042, 3.5508], [-1.6727, -3.2743, -3.9200], [0.0958, 0.4234, -3.1676], [0.2995, 1.7618, -3.8801], [-0.9889, -0.6885, 0.2782], [-4.3314, 1.2825, -2.4360], [-0.8793, -4.0543, 2.8190], [0.4661, 0.2482, 3.4562], [-1.2232, 1.1971, 2.7176], [-0.5365, 1.2310, 3.5686], [-2.2665, -1.6103, -2.1780], [0.6314, -0.3423, -3.7371], [-0.7539, -2.0447, -4.7962], [3.0129, -0.8840, 1.1451], [-0.5242, -1.8033, -2.3093], [0.5551, 0.4637, -2.1655], [-1.9184, 1.2830, -0.9829], [-1.5969, -2.2101, -4.1302], [-0.9143, 1.7058, -0.9307], [4.0625, -2.4653, 3.2459], [-0.2593, 1.7282, -4.8172], [-3.6617, 0.4466, -2.6240], [1.2609, 0.2693, 2.3568], [2.8144, -3.3712, 4.1363], [2.5246, 2.7237, -3.0294], [3.5963, -0.0090, -0.7190], [-4.0376, 0.6902, 0.6124], [3.0207, -2.8005, 3.2322], [2.9542, 0.0710, 0.1431], [-2.1966, -1.7481, 2.0619], [2.6630, 1.8704, -1.8971], [-2.0410, 0.1799, 0.0247], [-1.0575, -1.6462, 1.2737], [-2.6210, 2.0775, -0.7211], [-0.1063, 2.2337, 3.6550], [2.1742, -0.8081, 2.2465], [-1.4141, -1.4251, -2.8298]], "mulliken_charge": [-0.37, 0.41, 0.40, -0.67, 0.40, 0.38, 0.31, 0.36, 0.37, 0.57, 0.44, 0.27, -0.52, 0.02, 0.31, -0.94, -0.23, 0.32, 0.46, 0.52, -0.13, 0.22, 0.25, 0.41, 0.46, -0.06, -0.97, 0.50, 0.25, -0.70, 0.49, -0.39, -0.69, 0.74, 0.43, 0.29, -0.47, 0.18, -0.78, 0.37, 0.57, 0.28, -0.63, 0.27, -0.28, -0.72, -1.49, -0.61, 0.40, 0.46, -1.87, 0.61, 0.25, -0.56, 0.54, 0.43, -1.07, -0.79, 0.57, -0.33, 0.20, -1.19, 0.73, 0.39, 1.01, -0.37], "mol_weight_da": 429.56, "relative_energy_kcal_mol": 0.5, "smiles": "CCN(CCCCOC(=O)c1ccc(OC)c(OC)c1)[C@@H](C)Cc1ccc(OC)cc1", "orbital_gap_ev": 8.32}